# 1
C10H8O | ωB97M-V/def2-TZVPD

Each line ends with the Mulliken charge.
Positions of all 19 atoms, in Å:
O1 -0.77993 -3.01008 1.89687  -0.549
C1 -0.35418 -1.85419 1.32248  0.873
C2 0.85444 -1.29911 1.82182  -0.615
C3 1.30157 -0.09843 1.32779  -0.689
C4 0.68200 0.52685 0.19696  0.612
C5 1.20297 1.69278 -0.43628  -0.650
C6 0.57820 2.21202 -1.53975  -0.551
C7 -0.60334 1.62126 -2.03252  -0.473
C8 -1.13723 0.49790 -1.43852  -0.745
C9 -0.51131 -0.06218 -0.32730  0.744
C10 -1.02355 -1.25146 0.28620  -0.668
H1 -1.63970 -3.30148 1.52826  0.292
H2 1.32056 -1.84117 2.63602  0.407
H3 2.17260 0.40002 1.72087  0.377
H4 2.13154 2.14534 -0.09362  0.340
H5 0.88755 3.12261 -2.05964  0.344
H6 -1.07489 2.10138 -2.86133  0.395
H7 -2.06052 0.05940 -1.80499  0.320
H8 -1.94680 -1.66146 -0.14333  0.236

Its charge is 0. The SMILES is Oc1ccc2ccccc2c1. The gap between HOMO and LUMO comes out at 8.73 eV. The value obtained for the max |F| is 0.0288 hartree/bohr. As for the HOMO energy: -8.07 eV.

# 2
C10H92BClNO41S2 | ωB97M-V/def2-TZVPD

Each line ends with the Mulliken charge.
Positions of all 148 atoms, in Å:
C1 -3.87801 0.16656 -1.09673  -0.257
B1 -3.74254 -0.80520 0.18355  -0.017
O1 -4.64086 -0.57165 1.32066  -0.161
C2 -2.69864 -2.03739 0.33995  0.334
C3 -3.30171 -3.42926 0.78166  -0.780
C4 -2.33496 -4.64158 0.99189  -0.915
C5 -0.83287 -4.40409 0.75370  0.289
N1 -0.29958 -3.11180 0.31453  0.436
S1 1.44449 -3.07422 0.04646  0.213
C6 -1.16968 -1.93522 0.11357  0.013
C7 -0.48011 -0.55238 -0.32455  1.866
C8 0.33073 0.14819 0.88415  -0.519
C9 1.88903 0.39331 0.60120  0.171
C10 2.22828 0.98433 -0.85313  0.038
S2 3.80353 0.25498 -1.58668  0.586
O2 3.49157 -0.62429 -2.78135  -0.615
O3 4.61801 -0.50404 -0.56121  -0.224
Cl1 5.07437 1.80351 -2.25561  -0.285
H1 -4.18784 1.20112 -0.68483  0.155
H2 -2.96355 0.21156 -1.76574  -0.012
H3 -4.79107 -0.20249 -1.70366  0.303
H4 -5.52158 -0.85779 0.96109  0.256
H5 -4.42718 -3.49810 0.94321  0.375
H6 -2.80679 -5.63250 1.30572  0.645
H7 -0.12772 -5.29314 0.93527  0.031
H8 1.82905 -4.42358 -0.07523  0.188
H9 -1.23729 0.23869 -0.69881  -1.231
H10 0.17728 -0.78676 -1.25050  -0.415
H11 -0.16308 1.11357 1.28513  0.359
H12 0.27205 -0.59366 1.77955  -0.033
H13 2.49037 -0.55043 0.88388  0.375
H14 2.23608 1.19223 1.36112  -0.166
H15 1.38765 0.92018 -1.62331  -0.198
H16 2.46381 2.10924 -0.73053  0.601
O4 3.59818 -5.16445 2.06112  -0.566
H17 3.08592 -4.47358 1.63033  0.238
H18 4.13849 -4.68862 2.70535  0.312
O5 -4.96547 -5.79039 1.88032  -0.630
H19 -5.53955 -6.56556 1.86639  0.273
H20 -4.55705 -5.81984 2.75298  0.337
O6 1.72525 2.62964 2.85838  -0.632
H21 1.32139 2.98344 3.66144  0.291
H22 2.26178 3.35898 2.52650  0.290
O7 -2.24161 -1.56632 -3.13045  -0.501
H23 -2.32446 -2.31948 -3.72781  0.276
H24 -2.25806 -1.96411 -2.25270  0.246
O8 -1.65537 2.01804 -1.75220  -0.655
H25 -1.45421 1.50563 -2.54730  0.285
H26 -2.10258 2.80783 -2.09002  0.305
O9 7.01781 1.18115 1.10841  -0.717
H27 7.45719 0.34859 1.33164  0.327
H28 6.35216 0.92445 0.45390  0.312
O10 -3.71820 -7.75513 2.93375  -0.557
H29 -3.80168 -8.50700 2.33291  0.298
H30 -3.71633 -8.15773 3.81293  0.285
O11 -1.22243 -3.98870 -2.65498  -0.562
H31 -1.80837 -4.75991 -2.67569  0.305
H32 -0.82669 -4.01940 -1.77554  0.196
O12 -0.41067 4.30709 -2.50166  -0.640
H33 -0.62454 4.83722 -1.72391  0.344
H34 0.13738 3.59245 -2.15242  0.254
O13 -3.92940 3.84829 -3.02100  -0.549
H35 -4.14171 4.17877 -3.90252  0.265
H36 -4.11953 4.59750 -2.43922  0.322
O14 0.89423 -1.67395 -4.25421  -0.666
H37 0.49893 -2.06252 -3.46228  0.294
H38 1.79175 -1.44213 -3.97884  0.336
O15 3.23866 4.11568 4.24432  -0.646
H39 3.49760 3.24738 4.58283  0.363
H40 4.07738 4.53675 4.01595  0.251
O16 -2.85852 6.59388 -2.34780  -0.632
H41 -2.92626 6.78481 -3.29240  0.340
H42 -2.06055 6.05762 -2.27588  0.261
O17 -0.42237 -6.27863 3.00763  -0.626
H43 -1.32995 -6.60042 3.10127  0.279
H44 -0.00608 -6.92241 2.41857  0.355
O18 2.95691 4.15500 7.10672  -0.638
H45 2.70485 4.47474 6.22880  0.321
H46 2.76573 4.89989 7.69042  0.331
O19 4.44133 2.61452 0.95080  -0.539
H47 4.33414 2.80186 0.00992  0.212
H48 5.25699 2.09852 0.99188  0.265
O20 -3.44200 -5.41081 -4.15033  -0.579
H49 -3.11698 -5.70810 -5.00975  0.300
H50 -4.28879 -5.86342 -4.05130  0.292
O21 3.41667 -3.49134 -2.64042  -0.632
H51 2.75905 -3.51517 -1.93476  0.214
H52 3.75872 -2.58622 -2.61106  0.303
O22 -7.38731 -5.54776 3.75546  -0.615
H53 -7.65048 -5.16396 4.60134  0.318
H54 -6.92953 -4.82739 3.30398  0.307
O23 -0.63937 2.02263 4.72331  -0.613
H55 -0.72254 1.26298 4.13343  0.292
H56 -0.61482 1.63177 5.60565  0.317
O24 2.71894 1.54978 -4.72623  -0.472
H57 2.98117 0.68191 -4.38847  0.221
H58 3.55607 1.97251 -4.95766  0.303
O25 2.21757 3.20725 -7.66775  -0.639
H59 2.13410 2.44791 -8.25755  0.319
H60 2.24490 2.81560 -6.78500  0.315
O26 -7.40570 -0.90753 -1.73823  -0.621
H61 -7.20579 -1.41913 -2.53163  0.298
H62 -7.85241 -0.11806 -2.07534  0.310
O27 -4.04552 9.31622 -1.26330  -0.664
H63 -3.82802 8.46568 -1.66857  0.322
H64 -3.73516 9.96774 -1.90568  0.336
O28 1.21052 -1.35186 3.80276  -0.543
H65 1.12688 -2.10268 3.20628  0.235
H66 1.21916 -1.74821 4.68382  0.284
O29 4.49311 6.10709 8.53414  -0.621
H67 4.75140 5.24001 8.87133  0.327
H68 5.33074 6.52813 8.30662  0.300
O30 5.75605 0.61718 3.76747  -0.674
H69 5.46126 0.85187 2.87876  0.314
H70 6.71760 0.69420 3.72243  0.344
O31 3.28442 -6.26242 -1.40046  -0.576
H71 3.50828 -7.10359 -1.81631  0.276
H72 3.57070 -5.59908 -2.04507  0.354
O32 -6.42830 10.98943 -2.41712  -0.642
H73 -6.64603 11.52097 -1.64050  0.337
H74 -5.87182 10.28120 -2.06747  0.335
O33 -6.73967 -0.25751 3.59229  -0.614
H75 -7.01154 -0.01178 2.70002  0.308
H76 -5.77644 -0.19367 3.56851  0.323
O34 6.18617 4.72924 -3.53926  -0.563
H77 5.62499 3.94421 -3.53322  0.321
H78 6.61497 4.71887 -2.67405  0.304
O35 -8.57068 11.00341 -0.44922  -0.652
H79 -8.15373 10.16793 -0.20530  0.323
H80 -9.21430 10.75462 -1.12391  0.326
O36 2.31399 -5.84050 4.81923  -0.592
H81 2.74357 -6.67259 5.05223  0.306
H82 1.66349 -6.09032 4.15123  0.295
O37 6.35509 -1.84306 1.86518  -0.666
H83 6.09727 -1.51317 0.99390  0.330
H84 6.17736 -1.09898 2.46078  0.334
O38 0.31986 1.43410 -3.43393  -0.511
H85 0.53369 0.58045 -3.84146  0.206
H86 0.63371 2.08451 -4.07658  0.225
O39 6.33797 -4.33433 -2.60476  -0.634
H87 6.82282 -4.00452 -1.83461  0.325
H88 5.64790 -3.67320 -2.74761  0.282
O40 -7.33843 2.22445 -2.84860  -0.629
H89 -7.59477 2.46150 -3.74851  0.315
H90 -6.37329 2.28368 -2.85712  0.332
O41 8.65896 -3.19591 -0.80094  -0.631
H91 8.24550 -2.85276 0.00266  0.323
H92 9.20823 -2.46562 -1.11196  0.313

Its charge is +1. The gap between HOMO and LUMO comes out at 7.24 eV. The value obtained for the max |F| is 0.0930 hartree/bohr. As for the HOMO energy: -11.73 eV.

# 3
C10H9BrN2S | ωB97M-V/def2-TZVPD

Each line ends with the Mulliken charge.
Positions of all 23 atoms, in Å:
N1 3.36794 2.75863 0.08816  -0.490
C1 3.00393 1.47888 -0.06271  0.537
N2 3.74039 0.53077 -0.21009  -0.570
C2 2.89560 -0.73045 -0.15623  -0.481
C3 1.52915 -0.72287 -0.12719  0.241
C4 0.35923 -1.73334 0.29295  -0.813
C5 -0.95074 -0.98987 -0.03697  0.430
C6 -1.61236 -0.59327 1.16411  -0.121
C7 -2.77242 -0.08023 1.22295  -0.210
C8 -3.49223 0.36002 0.02967  -0.058
Br1 -5.23724 0.92894 0.08638  -0.145
C9 -2.92999 -0.12255 -1.27367  -0.463
C10 -1.55162 -0.98593 -1.23998  -0.753
S1 1.06747 1.07022 0.17871  -0.260
H1 2.55598 3.59792 -0.05279  0.275
H2 4.26138 3.00068 -0.24775  0.279
H3 3.30058 -1.64787 -0.31325  0.447
H4 0.68422 -2.20472 -0.76331  0.271
H5 0.55560 -2.10814 1.18404  0.497
H6 -1.10431 -0.82532 2.29078  0.057
H7 -3.26250 0.10219 2.20037  0.332
H8 -3.33518 -0.07546 -2.24397  0.431
H9 -1.07286 -1.00823 -2.01023  0.567

Its charge is 0. The SMILES is Nc1ncc(Cc2ccc(Br)cc2)s1. The gap between HOMO and LUMO comes out at 8.84 eV. The value obtained for the max |F| is 0.2675 hartree/bohr. As for the HOMO energy: -8.35 eV.

> The lowest max |F| belongs to which entry?

C10H8O

> The highest gap between HOMO and LUMO belongs to which entry?

C10H9BrN2S